{
  "formula": "C6H14Cl2N2P",
  "method": "wB97M-V/def2-TZVPD",
  "symbols": ["C", "C", "C", "C", "C", "C", "N", "N", "P", "Cl", "Cl", "H", "H", "H", "H", "H", "H", "H", "H", "H", "H", "H", "H", "H", "H"],
  "xyz": [[1.070, -1.767, -0.650], [1.884, -1.095, 0.441], [1.751, 1.020, -0.735], [1.930, 1.099, 1.655], [-3.971, 0.483, -1.124], [-4.139, -0.048, 0.039], [-0.276, -1.153, -0.542], [1.462, 0.241, 0.553], [-0.480, -0.124, 0.799], [-1.100, 1.599, -0.002], [-2.929, -1.024, 0.830], [1.399, -1.506, -1.642], [1.194, -2.771, -0.514], [1.604, -1.527, 1.354], [2.891, -1.332, 0.115], [1.501, 2.044, -0.573], [2.779, 0.865, -0.953], [0.905, 0.856, -1.478], [1.185, 1.768, 1.738], [1.938, 0.592, 2.574], [2.954, 1.600, 1.631], [-4.605, 1.209, -1.730], [-3.050, 0.686, -1.571], [-4.994, 0.178, 0.654], [-0.905, -1.892, -0.868]],
  "energy_ha": -1607.95121,
  "spin_multiplicity": 1,
  "gap_ha": 0.3632,
  "total_charge": 1
}

{
  "formula": "C6H14Cl2O3PRe",
  "method": "wB97M-V/def2-TZVPD",
  "symbols": ["C", "C", "H", "H", "H", "O", "Cl", "Re", "P", "C", "C", "H", "H", "H", "C", "H", "H", "H", "H", "H", "H", "C", "O", "Cl", "O", "H", "H"],
  "xyz": [[-1.103, 3.994, -0.587], [-0.828, 2.617, -0.066], [-0.687, 4.757, 0.108], [-2.193, 4.144, -0.693], [-0.643, 4.188, -1.581], [-0.081, 2.290, 0.836], [-1.790, 1.249, -0.905], [-1.064, -0.540, 0.621], [0.815, -1.280, -0.223], [2.273, -1.734, 0.789], [0.836, -2.652, -1.463], [0.669, 0.597, -1.754], [2.278, -0.240, -1.800], [1.895, 0.876, -0.398], [1.490, 0.167, -1.148], [-0.068, -2.585, -2.083], [1.724, -2.509, -2.089], [3.150, -1.823, 0.141], [2.152, -2.695, 1.297], [0.899, -3.616, -0.932], [2.515, -0.977, 1.530], [-0.175, -0.514, 2.351], [0.250, -0.466, 3.452], [-2.455, -1.722, -0.946], [-2.938, -0.323, 1.777], [-3.145, -1.006, 2.474], [-3.777, -0.195, 1.291]],
  "energy_ha": -1801.47919,
  "s_squared": 3.801,
  "spin_multiplicity": 4,
  "gap_ha": [0.2190, 0.2575],
  "total_charge": 3
}

{
  "formula": "C6H14Cl2O3Si",
  "method": "wB97M-V/def2-TZVPD",
  "symbols": ["C", "C", "C", "C", "C", "C", "O", "O", "O", "Si", "Cl", "Cl", "H", "H", "H", "H", "H", "H", "H", "H", "H", "H", "H", "H", "H", "H"],
  "xyz": [[0.738, 3.261, -1.345], [0.296, -1.289, 2.875], [1.221, -2.011, -1.638], [-2.842, -1.488, 0.669], [0.924, 1.884, -0.593], [-0.469, 1.077, -0.604], [0.087, -0.341, 1.788], [1.070, -1.321, -0.471], [-1.571, -1.562, 0.055], [-0.253, -0.647, 0.264], [-1.595, 2.176, 0.168], [-1.065, 0.782, -2.272], [0.260, 3.251, -2.341], [0.090, 3.752, -0.596], [1.698, 3.815, -1.377], [-0.584, -1.926, 2.958], [0.400, -0.838, 3.832], [1.029, -1.963, 2.728], [1.098, -3.203, -1.455], [2.293, -1.743, -1.942], [0.500, -1.561, -2.265], [-2.712, -1.334, 1.715], [-3.485, -2.281, 0.335], [-3.503, -0.628, 0.231], [1.377, 1.971, 0.386], [1.533, 1.355, -1.213]],
  "energy_ha": -1672.45405,
  "s_squared": 2.006,
  "spin_multiplicity": 3,
  "gap_ha": [0.1712, 0.2337]
}